The following is a quantum chemistry calculation of a structure of composition C39H40N6O3PSn, from the OMol25 dataset.

```
90
Properties=species:S:1:pos:R:3:forces:R:3
Sn -0.8645 1.5176 -0.9955 0.2042 0.2651 0.1795
C -0.8071 1.2597 3.7077 0.0576 0.0952 -0.0102
C -0.6789 1.7115 2.3980 0.0118 -0.1460 -0.0301
N -1.1416 0.9881 1.3834 -0.0238 0.0193 -0.0030
C -1.7258 -0.1833 1.6577 0.0249 0.0690 0.1240
C -1.8410 -0.6110 2.9741 -0.0020 -0.0074 -0.0111
N -1.3842 0.1050 3.9930 -0.0326 -0.0697 0.0449
C -2.2506 -0.9618 0.5140 -0.0293 -0.0634 -0.1029
C -2.8223 -2.2148 0.6679 0.0282 0.0442 -0.0213
C -3.3299 -2.8787 -0.4418 -0.0162 -0.0691 0.0902
C -3.2598 -2.2455 -1.6764 0.0570 0.0749 -0.1009
C -2.6684 -0.9996 -1.7700 0.0443 0.0758 0.0788
N -2.1612 -0.3817 -0.6879 -0.0937 -0.0591 -0.2413
C -2.6227 -0.2365 -3.0462 0.0251 0.1192 0.2042
C -2.9049 -0.7776 -4.2938 -0.0321 0.0210 0.0500
N -2.9176 -0.0284 -5.3885 -0.0244 -0.0779 -0.0399
C -2.6513 1.2622 -5.2524 -0.0056 0.0705 -0.0192
C -2.3205 1.8126 -4.0197 -0.0373 -0.0287 0.0649
N -2.3065 1.0577 -2.9300 0.1188 -0.2750 -0.1597
C -3.9435 -4.2159 -0.3113 -0.0483 -0.1292 0.0098
C -3.7218 -5.1960 -1.2742 -0.0377 0.0326 0.0786
C -4.3100 -6.4408 -1.1018 0.0354 0.0142 -0.0443
N -5.0866 -6.7471 -0.0689 -0.0239 -0.0294 0.0160
C -5.3017 -5.8055 0.8436 -0.0145 0.0204 0.0346
C -4.7534 -4.5330 0.7751 0.0435 0.0008 -0.0728
H -0.4350 1.8536 4.5338 -0.0117 -0.0008 -0.0331
H -0.2136 2.6601 2.1734 0.0721 0.0053 -0.0126
H -2.3141 -1.5516 3.2229 0.0110 0.0245 0.0230
H -2.8628 -2.6875 1.6373 -0.0082 -0.0129 -0.0223
H -3.7010 -2.7107 -2.5456 -0.0005 -0.0014 0.0090
H -3.1163 -1.8321 -4.4212 0.0039 0.0246 -0.0226
H -2.6882 1.8736 -6.1449 0.0061 0.0120 0.0107
H -2.0714 2.8597 -3.8984 0.0107 -0.0081 -0.0346
H -3.0814 -5.0127 -2.1273 0.0017 -0.0020 -0.0002
H -4.1446 -7.2282 -1.8290 -0.0037 0.0199 0.0161
H -5.9471 -6.0773 1.6717 0.0179 0.0080 -0.0224
H -4.9849 -3.8021 1.5395 0.0040 -0.0046 -0.0076
O -2.9014 4.8688 2.8716 -0.1455 -0.0888 0.0129
C -1.7273 4.9034 2.2402 0.0752 0.0493 -0.0385
C -0.6309 5.4345 2.9312 -0.0529 -0.0300 -0.0171
C 0.6028 5.5169 2.3212 0.0321 -0.0035 -0.0159
C 0.7812 5.0801 1.0063 0.0272 0.0496 0.0544
C -0.2906 4.5290 0.3368 -0.0713 -0.0438 -0.0522
C -1.5468 4.3981 0.9394 0.0351 0.1034 0.0612
C -2.6745 3.6837 0.2841 -0.1490 -0.1515 -0.1085
O -3.8243 3.8279 0.6748 0.0668 0.0041 0.1236
O -2.3928 2.8629 -0.7028 -0.0957 0.1449 -0.0078
H -3.5728 4.5342 2.2289 0.0781 0.0595 0.0066
H -0.7887 5.7925 3.9402 -0.0011 0.0013 -0.0153
H 1.4348 5.9492 2.8640 -0.0163 -0.0047 -0.0077
H 1.7370 5.1902 0.5123 -0.0014 -0.0143 0.0113
H -0.1622 4.2212 -0.6935 -0.0297 0.0082 -0.0260
C 1.5299 -2.9019 0.2803 0.0396 -0.0276 -0.0025
C 2.4210 -1.8149 0.8913 -0.0619 -0.0272 0.1364
C 1.8514 -1.4456 2.2709 -0.0174 0.0413 0.0279
C 3.8335 -2.3624 1.1003 0.0192 0.0236 0.0833
P 2.2163 -0.2503 -0.1181 -0.1379 -0.0280 -0.0334
C 3.4142 0.9134 0.6358 0.0614 0.0056 -0.0565
C 4.8040 0.7727 0.6594 0.0504 -0.0814 -0.0375
C 5.6081 1.7252 1.2660 0.0166 -0.0041 -0.0026
C 5.0409 2.8414 1.8673 -0.0243 -0.0012 -0.0005
C 3.6646 3.0045 1.8457 0.0635 0.0261 0.0217
C 2.8681 2.0508 1.2275 -0.0018 -0.0001 0.0110
C 2.7937 -0.5055 -1.8911 0.0890 0.0512 -0.0335
C 3.9903 -1.4257 -2.1379 -0.0084 0.0079 0.0285
C 1.5914 -1.0509 -2.6757 -0.0015 -0.0193 -0.0771
C 3.1098 0.8926 -2.4419 -0.0335 -0.0175 -0.0141
H 1.4491 -3.7420 0.9761 0.0030 0.0190 -0.0058
H 1.9456 -3.2894 -0.6500 -0.0053 -0.0138 -0.0228
H 0.5188 -2.5330 0.0776 0.0085 0.0188 0.0079
H 1.8509 -2.3296 2.9146 0.0135 0.0139 -0.0019
H 0.8214 -1.0809 2.1982 0.0749 -0.0264 -0.0216
H 2.4519 -0.6738 2.7589 -0.0222 -0.0280 -0.0147
H 3.7812 -3.2434 1.7479 -0.0122 0.0129 -0.0224
H 4.4755 -1.6353 1.6009 -0.0617 -0.0554 -0.0260
H 4.3096 -2.6676 0.1723 0.0222 0.0004 -0.0202
H 5.2747 -0.0882 0.2027 -0.0234 0.0420 0.0084
H 6.6830 1.5947 1.2711 -0.0207 0.0018 -0.0007
H 5.6715 3.5806 2.3446 -0.0107 -0.0115 -0.0048
H 3.2108 3.8742 2.3054 0.0009 -0.0259 -0.0166
H 1.7964 2.1942 1.1942 -0.0780 0.0232 0.0024
H 3.7638 -2.4581 -1.8728 0.0234 -0.0174 0.0022
H 4.8798 -1.1133 -1.5904 -0.0407 -0.0101 -0.0194
H 4.2428 -1.4128 -3.2026 -0.0218 0.0186 0.0127
H 1.2655 -2.0279 -2.3207 0.0021 -0.0308 0.0198
H 1.8639 -1.1537 -3.7307 -0.0135 -0.0005 0.0280
H 0.7404 -0.3662 -2.6198 0.0088 0.0022 -0.0039
H 4.0163 1.3100 -2.0073 0.0296 -0.0057 0.0250
H 2.2930 1.5939 -2.2483 -0.0044 0.0093 0.0011
H 3.2500 0.8296 -3.5248 -0.0094 -0.0015 0.0189
```
Forces are in eV/Å.

Summary:
- F_max (eV Å⁻¹) = 0.38
- calculated total energy (eV) = -71292.6202
- 2S+1 = 1
- charge = +1
- LUMO level (eV) = -4.18
- HOMO (eV) = -10.643
- orbital gap (eV) = 6.5